A structure of composition C43H44AsEuN7O3S2. Source: the Open Molecules 2025 dataset; level of theory: ωB97M-V/def2-TZVPD.

Structure (XYZ):
```
101
Properties=species:S:1:pos:R:3:forces:R:3
Eu 8.1904 12.6330 15.1858 0.19 0.28 -0.94
C 12.1175 9.2278 15.6039 0.51 0.70 0.36
C 11.0556 10.1699 15.1491 0.10 0.08 -0.09
N 10.7950 11.2663 15.7578 -0.34 1.18 0.20
O 11.6102 11.5534 16.9268 -0.29 -0.45 -0.43
C 10.2821 9.8272 13.9545 -0.52 -0.31 -0.47
C 10.8738 8.9527 12.8496 -0.35 0.65 0.54
N 9.0444 10.2791 13.9037 0.71 0.40 1.12
O 8.2808 9.9832 12.9331 -0.46 -0.08 -0.79
H 11.7908 8.7786 16.5388 0.17 -0.02 0.21
H 13.0425 9.8005 15.7679 -0.19 -0.33 0.18
H 12.3040 8.4455 14.8960 0.04 -0.30 -0.35
H 11.5443 12.5268 16.9899 -0.02 -0.45 -0.24
H 11.7680 9.4159 12.4153 -0.10 -0.14 0.03
H 10.1134 8.8248 12.0848 -0.05 0.15 -0.09
H 11.1182 7.9655 13.2161 0.22 -0.35 0.06
C 8.7950 15.9141 17.0328 -0.37 -0.53 -0.27
N 8.2530 15.2936 15.8304 -0.43 0.47 0.11
C 7.5588 16.0882 15.0680 0.15 -0.37 -0.16
C 6.8691 15.7177 13.8835 0.43 -0.12 0.32
C 6.1365 16.5566 13.0176 -0.02 -0.62 -0.36
C 5.6789 15.7313 11.9918 0.01 -0.19 0.14
C 6.1619 14.4394 12.3124 0.03 -0.05 -0.39
N 6.8935 14.4136 13.4290 -0.41 0.20 0.19
C 10.2650 15.6641 17.2052 -0.61 -0.04 0.18
C 11.0310 15.0967 16.1979 -0.10 0.13 0.70
C 12.3694 14.8770 16.4512 0.35 0.20 0.10
C 12.9365 15.2066 17.6700 -0.08 -0.25 0.02
C 12.1479 15.7528 18.6721 0.46 0.28 0.14
C 10.8187 16.0097 18.4330 0.04 -0.36 -0.41
H 8.2642 15.5128 17.9147 0.15 0.01 -0.20
H 8.6271 16.9908 17.0458 -0.11 0.31 -0.08
H 7.5123 17.1521 15.3008 -0.08 0.21 0.21
H 5.9447 17.6084 13.0780 0.09 0.35 0.30
H 5.0547 16.0198 11.1444 0.28 -0.18 0.30
H 6.0296 13.5370 11.7312 -0.07 -0.07 -0.03
H 10.5807 14.8187 15.2668 -0.12 -0.10 -0.38
H 13.0011 14.4971 15.6797 0.33 -0.36 -0.46
H 13.9822 15.0059 17.8337 0.19 0.06 0.09
H 12.5992 16.0262 19.6130 0.03 -0.02 0.19
H 10.1747 16.4480 19.1779 -0.03 0.11 0.26
S 5.2402 11.4879 15.8937 0.12 0.08 -0.20
C 5.8608 9.9607 15.5237 -0.32 0.07 -0.93
N 5.5304 9.3535 14.3296 0.14 -0.05 0.03
C 6.0223 8.1626 13.8917 -0.36 0.45 0.66
C 6.8121 7.4288 14.7068 0.76 -0.24 0.03
C 7.2032 8.0062 15.9349 0.42 -0.35 0.07
C 6.7520 9.2380 16.3270 0.21 -0.91 0.07
H 4.9341 9.8881 13.7072 0.15 0.07 0.18
H 5.7305 7.8259 12.9190 -0.17 0.10 -0.36
H 7.2314 6.4871 14.3471 -0.21 0.33 0.25
H 7.9310 7.4707 16.5609 -0.45 0.25 -0.21
H 7.0560 9.6501 17.2677 0.08 0.28 0.23
O 9.8118 13.5296 13.4702 0.22 -0.11 0.34
As 10.3894 13.8395 11.9608 0.23 0.55 -0.70
C 9.1589 13.4593 10.5605 0.26 0.57 0.31
C 8.7914 14.4317 9.6431 -0.31 0.06 -0.24
C 7.9392 14.0923 8.6046 0.04 -0.31 -0.19
C 7.4706 12.7873 8.5161 -0.37 0.23 -0.31
C 7.7699 11.8645 9.4950 0.30 -0.25 0.09
C 8.6429 12.1856 10.5188 -0.16 -0.43 -0.04
C 10.8583 15.7492 11.8417 -0.29 -0.11 0.31
C 10.3070 16.4526 12.9141 0.22 -0.22 -0.81
C 10.5051 17.8122 13.0053 0.11 0.23 0.20
C 11.2723 18.4673 12.0610 -0.07 0.36 -0.06
C 11.7721 17.7989 10.9499 -0.38 -0.03 0.66
C 11.5591 16.4394 10.8375 0.06 -1.12 0.06
C 11.9109 12.6943 11.6196 0.33 0.38 0.38
C 12.1975 12.0409 10.4183 -0.61 0.41 0.04
C 13.2500 11.1473 10.3770 0.22 -0.18 0.37
C 14.0101 10.9243 11.5230 0.17 -0.18 -0.42
C 13.7887 11.6383 12.6813 -0.18 0.06 -0.01
C 12.7387 12.5336 12.7337 -0.51 0.06 0.06
H 9.1203 15.4513 9.7424 0.22 0.18 0.06
H 7.6441 14.8006 7.8389 0.10 0.12 0.18
H 6.8440 12.5035 7.6763 -0.03 0.03 0.12
H 7.3778 10.8679 9.4646 -0.24 -0.36 -0.13
H 8.8922 11.4372 11.2663 -0.05 0.02 0.05
H 9.6983 15.9346 13.6236 -0.21 -0.23 0.39
H 10.0550 18.3435 13.8299 0.05 0.18 0.09
H 11.4712 19.5264 12.1686 -0.09 0.03 -0.02
H 12.2924 18.3738 10.2139 0.35 -0.02 -0.43
H 11.9665 15.8791 9.9973 -0.07 0.15 0.05
H 11.5744 12.2195 9.5378 0.15 -0.13 0.27
H 13.4716 10.5857 9.4841 -0.04 -0.01 -0.18
H 14.7852 10.1717 11.5152 0.13 -0.01 -0.11
H 14.4056 11.4695 13.5426 0.19 -0.03 0.30
H 12.4967 13.0623 13.6585 0.07 -0.17 -0.21
C 7.7444 14.0226 20.9399 -0.20 0.12 -0.11
N 8.8820 13.1979 20.6031 -0.44 -0.43 -0.87
C 10.0355 13.0784 21.3333 -0.07 0.78 1.33
C 10.8840 12.2997 20.6689 1.39 -0.64 -0.46
N 10.2459 11.9458 19.4988 -0.33 -0.47 -0.66
C 8.9936 12.4633 19.4511 0.30 0.26 0.08
S 7.8194 12.2002 18.2461 0.15 0.23 0.44
H 7.5013 13.9331 21.9870 0.03 -0.19 0.37
H 6.8880 13.6895 20.3554 0.12 0.09 -0.07
H 7.9556 15.0739 20.7439 -0.01 -0.01 -0.19
H 10.1469 13.5659 22.2943 -0.03 -0.11 -0.25
H 11.9068 11.9764 20.9096 -0.82 0.25 -0.20
H 10.6131 11.4160 18.6967 0.01 0.29 0.46
```
Forces are in eV/Å.

As for the spin multiplicity: 8. Its LUMO energy (alpha / beta) is 0.45 / 0.45 eV. The calculation puts the energy above the lowest of the compared OMol25 structures with the same formula, charge and spin at 0.0 kcal/mol. The calculation puts the orbital gap (alpha / beta) at 6.8 / 6.9 eV. Its electronic energy is -6016.43004 Eh. For the HOMO energy (alpha / beta), the calculation gives -6.40 / -6.46 eV. The charge is 0.

Mulliken population analysis, charges in e, atoms 1 to 6: 0.624, -1.633, 0.280, 0.960, -0.783, -0.020